# 1
The following is a quantum chemistry calculation of C37H43N6ORbS4 as an isolated structure, from the Open Molecules 2025 dataset.

The geometry in XYZ format:
```
92
Properties=species:S:1:pos:R:3
O -0.16036 -1.30159 2.56917
H -3.87244 -5.26361 -3.63531
H -0.42022 -3.03344 0.49296
H -4.34186 -3.73555 -1.75804
C -1.77494 -4.79247 -3.68934
H 2.82432 -2.69356 3.88506
H 0.94992 -0.68434 5.06517
C -3.06643 -4.68772 -3.19238
C 5.09711 1.06918 4.00244
C 4.76613 0.63692 2.72096
C -1.06694 -5.40702 2.45800
C -0.52946 -5.54805 3.73193
C 5.46322 -1.59316 3.33975
C -2.01712 -4.43475 2.19440
C -1.07587 4.32848 2.55821
C 1.84015 0.02236 -4.52408
H 0.80412 -1.98044 -3.31743
H 3.06369 -1.14019 -2.35981
H 0.23656 -4.12689 -3.47764
H 4.62491 2.56631 1.78983
C -3.33161 -3.83449 -2.13678
H -0.56082 -4.79947 5.74305
C 0.25441 4.45656 2.16821
H -3.96957 -2.83073 2.05124
C -3.68771 -1.43898 3.47382
C 0.43295 -3.03372 -0.18331
H 1.86031 2.28440 -1.63371
C -2.44258 -3.57438 3.20841
H 1.23264 -2.45847 0.28789
C 0.21080 1.65011 -3.70661
H 1.83141 -3.08695 -2.39583
H -2.24268 -3.06200 5.28239
C 0.61579 1.32061 -6.10706
C 5.78776 -1.15199 4.61461
H 3.34468 1.31684 -1.90510
C -2.34600 -3.03764 -1.52462
H -0.77365 2.71467 -5.26043
C 4.12277 1.58730 1.74014
C 1.18054 0.63753 -3.46381
C 1.56507 0.34191 -5.84860
H -2.75463 0.09892 4.33178
N 0.04688 -2.41849 -1.44615
H 0.37111 1.58656 -7.13044
C 1.78677 -2.76818 3.55735
H 4.92969 2.10803 4.26461
H 6.17678 -1.84606 5.34967
Rb -0.52294 0.57555 0.26956
N 1.49921 0.28265 -2.10808
H 5.84819 0.53836 5.93863
H 0.76042 5.34619 1.81953
H 5.59543 -2.63596 3.07632
C 4.95584 -0.70201 2.40163
C 5.60445 0.18629 4.94338
N -2.60521 -0.84521 4.01798
N 2.70660 1.68277 2.03128
H 2.80521 3.72339 1.74407
H 1.10962 -2.96248 4.38865
C -0.96409 -4.69853 4.74135
S -5.19631 -0.73000 3.46558
N -0.11312 2.26335 2.71826
S -0.63975 2.50496 -2.45691
H -1.83421 5.09679 2.58474
C 2.17930 2.85212 1.99813
N -3.47681 -2.67353 2.92331
H 4.27088 1.19663 0.72640
H -0.73674 -6.05197 1.65228
H 0.79469 -4.06758 -0.33327
C -0.02929 1.95336 -5.06001
C -1.23964 2.97017 2.88574
H -1.69894 -1.03840 3.58619
C 1.18672 -2.19030 -2.31953
C -0.77297 -4.03424 -3.09802
S 1.31957 -1.20559 2.79801
H 2.57229 -0.11305 4.50988
S -2.79138 -1.97270 -0.21941
H 2.07934 -0.17039 -6.65347
H 2.39735 1.12593 -0.40836
H -2.41468 -4.29356 1.19566
C 1.51417 -0.20122 4.26484
C 2.07247 -1.02911 -1.88008
H -2.14920 2.49360 3.23374
H 1.09577 0.77242 4.00457
C -1.91069 -3.71864 4.49000
H 4.68270 -1.05418 1.41319
H 2.26311 -1.09537 -0.80394
C -1.03024 -3.16149 -2.04208
H 1.67082 -3.55019 2.80813
H 2.58338 -0.73954 -4.32082
H -1.54450 -5.44910 -4.52024
C 2.32294 1.30913 -1.48308
C 0.81450 3.17062 2.27226
H 0.21701 -6.30624 3.93560
```

## Properties
HOMO-LUMO gap ... 5.01 eV
E_tot ... -94054.2710 eV
E_HOMO ... -1.5 eV
Spin multiplicity ... 1
Charge ... -2
Relative energy (zero: lowest compared OMol25 entry of this formula, charge and spin) ... 0.5974 eV

These are the Löwdin partial charges, in e, on atoms 1 to 6:
1 O -0.622
2 H 0.083
3 H 0.029
4 H 0.079
5 C -0.135
6 H 0.037

=====

# 2
The following is a quantum chemistry calculation of C37H44BCaFN12O5S2 as an isolated structure in a non-equilibrium geometry, from the Open Molecules 2025 dataset.

The geometry in XYZ format:
```
103
Properties=species:S:1:pos:R:3
H -8.56463 3.62954 2.12006
C -6.59106 5.64525 1.87699
H 7.34109 -2.23264 -0.38350
H -5.61611 -0.84871 2.36417
F -3.00643 4.35765 0.17664
H -4.42281 5.50628 1.74706
C 2.69540 -2.02939 -4.36627
N -0.15118 0.49902 -1.87711
H -2.05086 2.87709 -2.90986
C -5.29485 5.00595 1.33256
C -1.87952 -1.32697 2.54047
C 2.99406 -1.50421 2.49058
H 4.42343 -4.63124 5.18343
H -4.25707 -0.06365 4.37330
H 2.90330 -5.82705 1.80783
H 4.24645 -3.73573 0.94088
C -4.10627 2.81877 1.62909
H -5.87479 -1.88106 3.78480
H 5.13631 -0.17019 -7.92727
N 4.14937 -0.07950 -7.75463
N 2.74798 -1.69886 -1.76316
C 3.68189 -0.71820 -6.60674
B 0.62665 2.93561 -1.94114
C 2.63334 2.89589 -3.57187
H -5.26072 5.12681 0.24621
H -1.01777 2.70961 0.21972
Ca 1.63497 -0.32119 -0.60702
C 0.17849 -2.14861 1.43521
H 4.54460 0.59385 -2.31010
H -1.26519 -1.26326 -2.02236
H 1.97088 0.55876 -6.41659
H 2.62430 -5.88292 4.26958
C 3.95720 -1.72218 -1.21597
H -7.62073 2.81277 3.38177
C 6.30676 -1.96443 -0.51889
C 3.81688 2.19121 -3.68743
H -6.20426 4.58863 3.56403
C -0.64803 0.32798 1.28622
C -3.94375 -0.90985 3.75921
H 5.95506 -0.39405 0.92515
C 3.43746 -5.09652 2.41478
N -0.40648 1.78458 -2.16211
O 0.24255 -3.07916 2.24325
C -2.26278 0.66650 -2.61356
H -6.91741 3.26147 0.46008
H 4.46198 -5.46131 2.54177
O 0.36660 0.79177 0.77869
C 3.43537 -3.75538 1.67151
C 2.01067 -0.93803 -4.88371
C -1.66251 1.91529 -2.61681
H -6.41497 6.66337 2.21496
H 2.22328 3.68201 -4.18401
C -7.56616 3.48675 2.52884
H -6.48996 1.90978 1.49780
C -5.13847 -1.54718 3.05259
H -1.94406 -2.31712 2.97523
C 3.87008 -2.46667 -4.95765
H 5.28127 -2.15072 -6.54127
H -7.38521 5.66053 1.13349
C -6.56762 2.99125 1.46506
N 4.27790 -0.89285 -0.25247
N 2.49741 -0.45743 2.42563
C 3.66973 -4.02804 4.66993
C 4.36320 -1.81268 -6.07393
H 1.81077 -4.44665 3.63412
N 3.60451 -2.65931 2.63181
N 2.69741 1.49184 -1.86817
N -7.04790 4.80180 3.02307
C -1.87851 2.40301 0.80543
O 2.68158 -4.05269 -2.69250
C 2.78332 -4.91841 3.78331
H -3.48856 -1.63908 4.42687
C 4.38351 -2.96199 3.81902
O 0.70941 -2.56848 -2.78645
H -4.90471 1.32931 2.91979
H 5.36249 -3.32871 3.49373
H 1.10473 -0.60406 -4.39074
C -0.81800 -1.02414 1.77127
N 1.98973 2.46200 -2.47639
H -3.26019 0.42516 -2.94110
H 3.80711 0.85763 -7.88584
S 5.31631 -2.75143 -1.71501
H 2.49010 -3.61280 1.15223
H 0.24664 3.88844 -2.57669
O 0.77865 -2.00732 0.33718
C -2.99144 3.19520 0.87697
C 2.49422 -0.29642 -6.00492
H 4.38426 -3.32200 -4.54177
H 4.57306 2.29411 -4.44722
C -2.94875 0.75857 2.21812
H 4.54411 -2.04642 4.38535
S 2.13886 -2.72287 -2.82566
H -4.80969 -2.41127 2.47546
N -2.90747 -0.46749 2.83781
H -7.72906 5.27855 3.60880
H 3.05377 -3.54826 5.43328
C -1.25985 -0.19117 -2.14504
H 0.72232 3.17548 -0.76002
C 3.79742 1.31380 -2.59916
N -5.28593 3.61198 1.76000
C -1.84518 1.17580 1.45548
C -4.05552 1.61086 2.31096
C 5.58223 -1.02957 0.13345
```

## Properties
HOMO-LUMO gap ... 4.62 eV
E_tot ... -110707.6112 eV
E_HOMO ... -6.4 eV
Spin multiplicity ... 1
Charge ... 0
Relative energy (zero: lowest compared OMol25 entry of this formula, charge and spin) ... 2.9257 eV

These are the Löwdin partial charges, in e, on atoms 1 to 6:
1 H 0.134
2 C -0.077
3 H 0.049
4 H 0.059
5 F 0.055
6 H 0.136

=====

# 3
The following is a quantum chemistry calculation of C37H44ClMoN8OS2 as an isolated structure, from the Open Molecules 2025 dataset.

The geometry in XYZ format:
```
94
Properties=species:S:1:pos:R:3
H 6.10978 0.27091 2.71074
C 2.04514 -3.17810 -0.20809
H -2.13945 3.14511 3.62327
C -0.07428 -4.93303 -1.09157
H 2.62077 -2.71295 0.58565
H -5.62720 2.11338 -1.67933
H 0.70721 -2.78602 2.02044
H 2.80263 -5.05042 0.68508
C -2.17676 2.72146 -3.49135
C 1.61886 2.84032 -0.47996
S -0.16425 -0.37791 -2.03887
C -1.28385 3.40187 -4.27872
H -1.85061 5.58813 -1.75002
C -2.34484 5.35289 -0.80570
C -0.31298 4.16972 0.07330
H 5.68755 1.41344 0.16416
H 2.42459 -2.79571 -1.15421
H -2.46441 1.14631 -2.23269
C -5.30004 -2.46188 -1.39136
C 2.18495 -4.71841 -0.14710
C -4.64436 -3.50896 -0.81696
N 0.81446 -5.29926 0.05850
H -3.06139 6.14502 -0.59696
C -4.81438 -1.14841 -1.18443
C -5.07422 1.24290 -1.34978
H -1.82281 5.00495 1.27558
H 3.54044 3.00386 -1.08484
H 4.67733 1.27145 2.44653
H -3.21567 2.99720 -3.37449
H -6.39817 -0.15729 -2.26386
H 5.27460 -2.34157 0.13964
N 0.63848 -2.77901 -0.06814
C -3.63888 -0.99473 -0.41055
C -3.20702 0.32511 -0.10281
S 1.31052 4.53793 -0.42253
C -0.06324 0.59604 2.75306
H 6.30320 -1.96736 1.52236
H 5.45995 0.08094 -0.99381
H 6.79544 0.04734 0.15628
N -1.77953 1.62813 -2.81709
C -0.13770 -3.39104 -1.15991
H 0.35770 -5.37465 -1.98713
C -3.47646 -3.24142 -0.07533
H 2.57934 -5.14550 -1.06691
C -1.21930 1.39112 2.77299
Cl -0.16317 4.30667 5.25557
C 0.40450 1.80235 -3.63552
O -0.09516 -0.58560 2.05710
C -2.30568 1.07148 1.86183
C 1.06482 0.95725 3.48037
Mo 0.26101 0.06029 0.29982
H -6.19973 -2.61288 -1.97499
C 0.02430 2.92948 -4.34767
N -2.96262 -2.05065 0.11401
H -2.94668 -4.07362 0.38437
H 4.62760 -2.44342 1.79654
H -0.74684 -5.27424 1.45740
H -5.00295 -4.52415 -0.91475
H -3.59959 2.40050 -0.25235
H -0.90680 -2.91669 1.34110
H -0.81957 6.19285 0.47278
C -3.92804 1.40884 -0.54270
C -0.52704 1.13531 -2.85316
H -3.32430 1.33367 2.14908
H -1.04412 -5.39277 -0.91033
C -1.32864 5.23910 0.33106
H 0.89110 -6.31470 0.10836
H -1.16216 -3.03970 -1.09894
C 0.22181 -4.79231 1.34029
C -0.12480 2.88064 4.29875
C 0.12319 -3.25349 1.23176
H 1.94216 0.32629 3.45683
C 2.29752 -0.23033 0.33625
H 1.41280 1.41905 -3.69384
H 0.87116 -5.11895 2.14979
C -1.25431 2.52294 3.57230
H 4.52802 -0.32175 3.21786
C 5.05162 0.24648 2.44728
N -2.06661 0.52988 0.73054
C 3.47117 -0.30468 0.66695
C 4.88342 -0.40398 1.06459
H 0.75020 3.43734 -4.97039
H -1.60495 4.27061 -4.83502
C 5.75096 0.33190 0.02756
H -2.89336 4.41742 -0.92456
N -0.55118 2.91402 0.16759
H 1.89422 2.40584 4.83047
N 0.55047 2.12216 -0.11317
C 5.28923 -1.88453 1.13133
N 2.77812 2.36619 -0.91883
H 3.00392 1.39270 -0.72843
C 1.03052 2.10945 4.25037
H 0.27699 -3.05172 -2.10740
C -5.50367 -0.01242 -1.67094
```

## Properties
HOMO-LUMO gap (spin up / spin down) ... 6.28 / 7.26 eV
E_tot ... -89076.6804 eV
E_HOMO (spin up / spin down) ... -15.2 / -15.7 eV
Spin multiplicity ... 3
Charge ... +3
Relative energy (zero: lowest compared OMol25 entry of this formula, charge and spin) ... 0.0000 eV

These are the Löwdin partial charges, in e, on atoms 1 to 6:
1 H 0.102
2 C -0.144
3 H 0.128
4 C -0.040
5 H 0.084
6 H 0.121

=====

# 4
The following is a quantum chemistry calculation of C37H45AlBrN3 as an isolated structure in a non-equilibrium geometry, from the Open Molecules 2025 dataset.

The geometry in XYZ format:
```
87
Properties=species:S:1:pos:R:3
C -1.34790 3.12311 2.39597
C 2.78080 -2.18751 -0.67300
H 4.27899 -2.09464 2.89725
C 3.07390 -0.99597 1.45580
H 3.57735 -2.60291 -4.10710
C -1.77318 3.19652 3.88300
H -3.34871 -4.61353 0.74234
C 1.43421 2.92481 -2.43425
H -5.35102 -0.37048 -1.09982
C -2.26663 1.81265 0.40128
H 1.64403 -1.59332 -2.47151
C 3.49252 1.59271 2.02271
H -2.29060 -0.00640 -1.51543
N 1.52478 -0.12352 -0.22429
H -0.48702 -5.35236 -1.01054
C -2.48986 2.68561 1.48745
H -2.27692 4.16150 4.06118
H -1.24455 -4.30609 -2.27695
C 4.18844 -3.09245 1.10232
H -3.68700 -2.76308 2.34167
C 2.49113 -1.13528 0.17448
H -0.92700 3.13001 4.52224
C -4.85031 2.81371 0.94345
H 4.58633 -2.29033 -2.74479
H -0.90056 2.93185 -1.50526
H 1.69107 1.21837 3.86878
H 4.18585 1.56022 1.15551
C 3.20180 0.91495 -1.59312
C 3.88670 -2.00634 1.89642
H -2.46644 2.38028 4.12802
C -0.62556 4.45078 1.98408
H 4.08708 1.87197 2.85531
H -3.45841 0.18524 -3.65641
H 3.75302 -4.11480 -0.72854
H -5.54279 1.58902 -0.67779
H 1.88496 -4.41047 -1.65811
H 2.76120 2.32284 1.79805
H -0.58078 2.35235 2.30160
C -4.33108 -0.71164 -1.26705
C 2.94399 0.17701 2.39493
C -1.94200 -1.72286 1.65644
C -2.65445 -3.80581 0.70809
C -0.88081 -2.53812 -0.31042
H 0.02571 4.35358 1.03265
H 0.91095 -3.75711 -2.95553
Al 0.06859 0.08268 0.85981
C 1.54449 0.40501 3.11874
N -0.89699 1.40741 -0.05214
C -1.40697 -4.76590 -1.30882
H 3.70933 -0.12391 3.21836
C -1.64447 -3.71032 -0.26901
C 0.96101 1.93896 -1.52912
C 3.66179 -3.14901 -0.17362
H 3.91490 0.21135 -1.20207
C -3.30905 0.42671 -1.51433
H -0.13785 -2.31869 -1.04139
C 3.64396 1.89507 -2.50017
H -5.84065 3.24073 1.17288
C 2.42864 -2.34148 -2.19164
H -2.89495 1.78399 -3.16023
H -4.42377 -1.34733 -2.14689
H 3.70091 -0.96815 -3.46565
H -2.25330 -5.39808 -1.41831
H 2.59317 -4.27374 -3.24976
C -3.77018 3.17630 1.76121
N -0.93549 -1.58657 0.70249
C 1.90818 0.93834 -1.00238
C -3.58196 0.95164 -2.89413
H -4.03824 -1.32739 -0.42387
C 1.92721 -3.79906 -2.55556
C -2.82359 -2.81149 1.67350
H 3.08772 3.67173 -3.59543
H 4.63362 -4.00048 1.48786
H -1.37336 5.26620 1.83329
H -4.56724 1.39550 -3.08253
C -4.66648 1.88286 -0.05776
C -0.37940 2.05564 -1.11041
Br -2.03717 -0.60900 3.22049
H -0.01043 4.65207 2.84814
H 0.77306 3.80823 -2.57574
C -3.37447 1.42670 -0.36062
H -3.87157 3.87677 2.63137
H 1.30278 -0.54551 3.63867
C 2.74681 2.87017 -2.93927
H 0.71502 0.71962 2.46120
C 3.62911 -1.99867 -3.19108
H 4.60597 1.83696 -2.91720
```

## Properties
HOMO-LUMO gap ... 7.14 eV
E_tot ... -120196.4276 eV
E_HOMO ... -13.7 eV
Spin multiplicity ... 1
Charge ... +2

These are the Löwdin partial charges, in e, on atoms 1 to 6:
1 C -0.384
2 C -0.139
3 H 0.125
4 C -0.155
5 H 0.082
6 C -0.062

=====

Which of these has the lowest E_tot?
C37H45AlBrN3